[1]
Density functional theory data (wB97M-V/def2-TZVPD) for one molecule with the formula C3H7N5 at a distorted geometry.

Last column: Löwdin charge in e.
Atoms and positions in Å:
H: 0.542155 1.201778 3.198726  0.198
N: 0.231737 0.304799 2.386435  0.120
C: -0.221620 0.554256 1.300408  -0.629
N: -0.801456 1.615845 0.638373  0.099
C: -0.834257 1.551487 -0.723174  -0.031
N: 0.012859 0.379860 -0.986879  -0.208
N: -0.547819 -0.160881 -2.214662  -0.014
N: -0.222635 -0.358034 0.227673  -0.109
C: 1.023830 -1.223429 0.448052  -0.074
H: -1.519105 2.151001 -1.271892  0.108
H: 0.169091 -1.071361 -2.468494  0.144
H: -1.545742 -0.528081 -1.848516  0.127
H: 0.624256 -1.898398 1.244462  0.075
H: 1.072141 -1.747710 -0.682415  0.106
H: 2.016563 -0.771133 0.751905  0.088

Cartesian forces (eV/Å) of the 6 atoms listed first:
H -2.095 -3.357 -3.697
N 3.381 2.378 7.417
C -1.871 1.845 -5.965
N -2.612 4.765 -2.737
C 3.287 -3.024 8.062
N -2.907 2.780 -2.102

Results
E_HOMO ... -9.0 eV
Energy above the lowest of the compared OMol25 structures with the same formula, charge and spin ... 140.41 kcal per mole
Structure (SMILES) ... [H]/N=c1\ncn(N)n1C



[2]
Density functional theory data (wB97M-V/def2-TZVPD) for a 4-piece molecular cluster, H10NO3 overall at a distorted geometry.

Last column: Löwdin charge in e.
Atoms and positions in Å:
N: 0.517685 -0.131966 0.398862  0.298
H: -0.234201 -0.797558 0.560658  0.125
H: 1.161403 -0.223256 1.187002  0.154
H: 1.058220 -0.287647 -0.452351  0.111
H: 0.153481 0.850920 0.390224  0.084
H: -1.797574 -3.581474 1.729316  0.048
H: -0.475489 -3.934865 1.032352  0.043
O: -1.044204 -3.197080 1.271211  -0.059
H: -1.663034 2.245901 -0.143679  0.081
H: -0.753906 3.159422 0.697608  0.078
O: -0.952374 2.231856 0.517663  -0.042
H: 0.870035 1.329055 -3.001765  0.070
H: 2.031137 1.340981 -2.059435  0.063
O: 1.128825 0.995717 -2.127666  -0.056

Cartesian forces (eV/Å) of the 6 atoms listed first:
N 0.669 0.500 0.750
H -0.201 -0.333 -0.297
H -0.080 0.003 0.051
H -0.453 -0.146 -0.363
H -0.266 -0.189 -0.091
H 0.001 -0.031 0.002

Results
E_HOMO ... -15.1 eV
Energy above the lowest of the compared OMol25 structures with the same formula, charge and spin ... 10.52 kcal per mole
Net charge ... +1



[3]
Density functional theory data (wB97M-V/def2-TZVPD) for a 2-piece molecular cluster, C8H10INO overall at a distorted geometry.

Last column: Löwdin charge in e.
Atoms and positions in Å:
C: -0.774153 2.777221 0.970314  -0.077
C: -1.922153 2.625633 0.273761  -0.082
C: 0.243780 1.812189 0.971282  -0.085
C: -2.081946 1.486885 -0.524111  -0.073
C: -0.094842 0.819862 0.170210  -0.167
C: -0.065881 -2.289551 -1.071841  -0.141
C: 1.304672 -1.814073 -0.851319  -0.339
C: 1.403842 -0.866232 0.505921  -0.757
N: -1.056777 0.585512 -0.614398  0.090
O: 1.258195 -1.544419 1.725896  -0.139
I: 3.297815 0.046826 0.300425  0.863
H: -0.624660 3.620256 1.714946  0.135
H: -2.655177 3.302763 0.466550  0.073
H: 1.230762 1.946725 1.471663  0.091
H: -2.969752 1.380602 -1.203538  0.125
H: -0.370162 -3.132753 -0.389553  0.094
H: -0.754095 -1.481582 -1.174643  0.030
H: -0.088696 -2.758838 -2.069673  0.081
H: 1.959086 -2.659888 -0.612350  0.095
H: 1.743675 -1.329262 -1.667760  0.047
H: 1.016473 -2.527872 1.608213  0.137

Cartesian forces (eV/Å) of the 6 atoms listed first:
C 2.473 1.286 2.969
C 0.423 -2.395 -0.879
C 0.176 2.825 0.924
C 0.371 0.438 -1.081
C 4.376 -5.363 0.316
C -0.896 -2.128 -1.125

Results
E_HOMO ... -7.9 eV
Energy above the lowest of the compared OMol25 structures with the same formula, charge and spin ... 64.72 kcal per mole



[4]
Density functional theory data (wB97M-V/def2-TZVPD) for one molecule with the formula C6H10O.

Last column: Löwdin charge in e.
Atoms and positions in Å:
C: 2.193949 0.127849 0.208589  -0.045
C: 0.733985 -0.176088 0.086681  -0.257
C: 0.065569 -1.232962 0.549823  -0.049
C: -1.397613 -1.202940 0.173348  -0.180
C: -1.596199 0.253437 -0.284447  -0.129
C: -0.193659 0.750218 -0.681049  -0.357
O: 0.025148 2.127883 -0.435757  -0.030
H: 2.348126 1.108550 0.673218  0.078
H: 2.665280 0.175263 -0.781397  0.086
H: 2.713758 -0.629866 0.803012  0.078
H: 0.517113 -2.057288 1.098432  0.110
H: -2.062454 -1.481518 0.998941  0.104
H: -1.596905 -1.908599 -0.643129  0.109
H: -2.332866 0.375337 -1.083789  0.112
H: -1.937560 0.857702 0.567085  0.117
H: -0.023704 0.638515 -1.759474  0.156
H: -0.121965 2.274511 0.509915  0.097

Cartesian forces (eV/Å) of the 6 atoms listed first:
C 0.038 -0.013 0.004
C -0.080 -0.114 0.062
C 0.090 0.112 -0.039
C -0.006 -0.014 0.033
C -0.055 0.069 -0.023
C -0.059 -0.269 -0.051

Results
E_HOMO ... -9.1 eV
Energy above the lowest of the compared OMol25 structures with the same formula, charge and spin ... 0.19 kcal per mole
Structure (SMILES) ... CC1=CCC[C@H]1O



[5]
Density functional theory data (wB97M-V/def2-TZVPD) for one molecule with the formula C4H6O.

Last column: Löwdin charge in e.
Atoms and positions in Å:
O: 0.340206 -1.139565 0.882548  -0.096
C: -1.012579 -0.268875 -0.301888  0.083
C: -0.439258 1.002452 -0.677056  -0.292
C: 0.953614 1.045321 0.067077  -0.047
C: 1.268063 -0.025733 0.761925  -0.255
H: 0.744865 -1.934205 0.488952  0.115
H: -1.007218 -1.108942 -0.992402  0.098
H: -1.740012 -0.334420 0.501542  0.102
H: -0.252441 1.099423 -1.749538  0.104
H: -1.025543 1.856014 -0.326252  0.106
H: 2.170302 -0.191468 1.345097  0.081

Cartesian forces (eV/Å) of the 6 atoms listed first:
O -0.229 -0.208 -0.261
C 0.029 -0.089 0.070
C -0.167 -0.085 -0.065
C 0.144 -0.288 0.236
C 0.178 0.538 -0.156
H -0.111 0.157 0.092

Results
E_HOMO (alpha / beta) ... -7.4 / -7.4 eV
Energy above the lowest of the compared OMol25 structures with the same formula, charge and spin ... 107.51 kcal per mole



[6]
Density functional theory data (wB97M-V/def2-TZVPD) for a 2-piece molecular cluster, C3H6N2O overall.

Last column: Löwdin charge in e.
Atoms and positions in Å:
C: 2.093408 0.435145 0.623001  -0.179
C: 1.709832 -0.315622 -0.442855  -0.117
N: 0.351739 -0.120937 -0.551057  0.036
C: -0.012578 0.728089 0.437682  -0.223
N: 1.019523 1.075936 1.165729  0.041
H: 3.094589 0.581737 0.992723  0.093
H: 2.217729 -1.030621 -1.067705  0.103
H: -0.229620 -0.645770 -1.176049  0.137
H: -1.042754 0.860273 0.719924  0.110
O: -3.656822 -1.287462 -0.659089  -0.064
H: -3.614656 -1.490461 -1.600737  0.033
H: -3.563045 -0.326049 -0.629409  0.031

Cartesian forces (eV/Å) of the 6 atoms listed first:
C 0.406 0.167 -0.231
C -0.265 -0.330 -0.117
N 0.454 -0.345 -0.185
C 0.036 -0.565 0.566
N -0.338 0.360 0.159
H -0.036 -0.049 0.108

Results
E_HOMO ... -8.9 eV
Energy above the lowest of the compared OMol25 structures with the same formula, charge and spin ... 23.08 kcal per mole
Structure (SMILES) ... c1c[nH]cn1.O